[1]
17
Properties=species:S:1:pos:R:3:forces:R:3 method="wB97M-V/def2-TZVPD" homo_ev="-0.9 / -0.9" multiplicity=1 relative_energy_kcal_mol=60.5 charge=-2
C 1.0289 2.3270 0.1843 1.04 -0.75 -0.19
C 2.8903 -0.2806 -0.0319 4.89 -1.47 -0.15
C -0.6337 -0.4881 0.7283 0.99 0.89 -1.19
C 1.5534 -0.0410 -0.1193 -5.35 3.25 -0.23
N 1.7953 3.4791 0.2611 -1.18 -1.77 -0.25
N 3.7110 -0.2772 -1.0993 0.23 1.44 -0.43
N -0.2556 2.6220 -0.0594 0.50 -0.68 0.20
N 3.6002 -0.6324 1.0406 -0.08 -0.38 1.60
N 0.8883 4.4450 0.0501 0.76 0.61 0.37
N 4.9341 -0.4544 -0.6003 0.02 -1.01 -2.14
N -0.2949 3.9575 -0.1152 -0.79 0.31 -0.33
N 4.8757 -0.7688 0.6428 -1.35 0.79 1.17
O 0.7647 -0.7345 0.7691 0.24 -0.17 -0.37
H -1.1815 -1.3011 1.1032 -0.24 -1.54 1.01
H -0.9660 -0.4438 -0.3219 0.05 0.80 0.28
H -0.8370 0.3856 1.3372 -0.25 0.46 -0.48
H 1.1043 0.2311 -1.1169 0.54 -0.78 1.14

---

[2]
10
Properties=species:S:1:pos:R:3:forces:R:3 method="wB97M-V/def2-TZVPD" homo_ev=-15.2 multiplicity=1 smiles="Cc1cc1=[N+]=O" relative_energy_kcal_mol=84.9 charge=+1
C 0.7580 -0.1819 1.4248 1.97 1.16 -2.05
C -0.1116 0.2625 0.3914 -2.49 1.03 -1.39
C -0.9004 1.0518 -0.3006 1.60 -1.95 1.83
C -0.6410 -0.2090 -0.9084 0.09 1.43 2.41
N -0.3787 -0.7196 -1.9444 0.52 -2.21 -4.37
O -0.3520 -1.3221 -2.9467 -0.10 0.21 0.92
H 0.4662 -1.0977 1.7873 -0.70 -2.09 1.17
H 0.8354 0.6078 2.1315 0.37 0.36 0.87
H 1.6891 -0.3424 0.8201 -0.12 0.11 1.09
H -1.3651 1.9507 -0.4552 -1.15 1.95 -0.50

---

[3]
11
Properties=species:S:1:pos:R:3:forces:R:3 method="wB97M-V/def2-TZVPD" homo_ev=-4.1 multiplicity=1 smiles="CC(=C=N)C(=O)[O-]" relative_energy_kcal_mol=92.4 charge=-1
C 0.0155 -0.6862 0.6262 -1.64 -1.17 0.90
C -0.6375 0.1759 -0.4098 1.38 -0.88 0.34
C -0.3139 1.3699 -0.6865 -0.91 8.00 -4.30
N -0.3902 2.7975 -1.2516 0.28 -6.75 2.66
C -1.4257 -0.7499 -1.6663 -1.31 2.01 2.68
O -0.6937 -1.0966 -2.5062 3.30 -1.33 -2.98
O -2.5867 -0.8575 -1.4074 -2.57 -0.42 0.65
H 0.1725 -1.7089 0.3585 0.25 -0.69 -1.26
H -0.5900 -0.9315 1.5165 -0.42 0.88 -0.14
H 0.9341 -0.3824 1.0175 1.55 1.06 0.39
H 0.1602 2.8462 -2.1385 0.08 -0.70 1.06

---

Number 1: E_tot -667.93487 Eh, molar mass 180.13 g/mol. Number 2: E_tot -284.32082 Eh, molar mass 82.08 g/mol. Number 3: E_tot -359.98845 Eh, molar mass 98.08 g/mol.